216
Properties=species:S:1:pos:R:3:forces:R:3:lowdin_charge:R:1 method="wB97M-V/def2-TZVPD" homo_energy_ev=-8.41 orbital_gap_ha=0.3286 smiles=COCCNCCOC.COCCNCCOC.COCCNCCOC.COCCNCCOC.COCCNCCOC.COCCNCCOC.COCCNCCOC.CC(C)O.CC(C)O.CC(C)O.CC(C)O lumo_ev=0.54
C -0.128763 -4.919004 0.878501 -0.69 1.44 -1.32 -0.0526
O -1.427903 -4.270614 0.662481 0.78 -1.51 0.75 -0.1927
C -2.302933 -4.584184 1.739301 0.22 1.20 0.81 -0.2164
C -3.582103 -3.794424 1.594121 0.14 -0.40 0.59 -0.2317
N -4.214783 -4.114784 0.363121 -1.44 -0.54 0.28 -0.0364
C -5.612373 -3.639224 0.384201 0.64 0.03 -2.55 -0.1874
C -5.759553 -2.154474 0.423341 -0.21 2.21 1.35 -0.2387
O -4.999413 -1.397394 -0.521319 0.10 -1.24 -0.71 -0.1974
C -4.991533 0.004226 -0.340389 -0.37 -0.52 0.57 -0.0905
H 0.395797 -4.696794 -0.050779 0.27 -0.14 0.04 0.0750
H -0.150553 -6.001394 1.005191 -0.44 0.02 0.23 0.0924
H 0.406107 -4.406894 1.678341 -0.08 -0.29 0.25 0.0557
H -1.852193 -4.251854 2.674451 0.34 0.14 0.24 0.0955
H -2.482553 -5.647384 1.898831 -0.14 -0.26 -0.66 0.1265
H -3.452453 -2.715344 1.677041 0.62 0.22 0.28 0.1053
H -4.260303 -4.056734 2.406111 0.08 -0.20 0.25 0.1291
H -3.632963 -3.702954 -0.352419 -0.58 -0.05 -0.27 0.0550
H -6.244443 -4.080924 1.154571 0.51 -0.07 0.36 0.1259
H -6.096323 -3.938994 -0.545329 0.12 -0.39 -0.26 0.1110
H -5.502613 -1.809094 1.424741 0.44 0.16 0.36 0.1124
H -6.799803 -1.834224 0.364841 -0.44 -0.30 -0.38 0.1216
H -4.124243 0.266616 0.265481 0.08 0.33 0.04 0.0789
H -5.901953 0.301866 0.179841 -0.10 0.25 0.12 0.0907
H -4.973503 0.519176 -1.300909 0.19 -0.26 0.06 0.0525
C 2.268387 -1.293834 12.204811 -0.55 0.64 0.14 -0.1234
O 2.793557 -0.237664 11.478201 0.49 1.12 -1.27 -0.2061
C 2.059447 0.989056 11.552691 0.89 -0.61 0.04 -0.2138
C 2.623387 1.943716 10.534121 1.07 -0.16 -0.22 -0.2277
N 2.648687 1.414536 9.180591 -0.20 0.32 -1.28 -0.0555
C 3.150227 2.400236 8.202321 -0.75 -0.47 -0.71 -0.1954
C 3.355527 1.755636 6.793311 0.67 -0.27 0.87 -0.1945
O 4.478997 0.861906 6.902311 -0.65 -1.08 -0.73 -0.2076
C 4.566427 -0.165394 5.864181 0.66 0.74 1.11 -0.0781
H 1.236277 -1.406604 11.872951 -0.23 -0.71 0.15 0.0857
H 2.258827 -0.997414 13.253691 -0.01 -0.46 0.44 0.0835
H 2.888577 -2.171014 12.020391 -0.22 0.02 0.12 0.0930
H 2.250037 1.385816 12.549871 -0.37 0.32 0.23 0.1209
H 0.988777 0.880926 11.379241 -0.17 -0.46 0.04 0.1222
H 3.655707 2.182526 10.789831 0.28 0.19 0.55 0.1166
H 2.077707 2.884186 10.610571 -0.24 0.00 -0.34 0.1214
H 3.316467 0.664326 9.074041 -0.10 -0.49 0.71 0.1002
H 4.088597 2.853126 8.522401 0.26 0.16 0.02 0.1141
H 2.382327 3.171276 8.139551 0.11 0.30 -0.24 0.0963
H 3.618187 2.456376 6.000801 -0.24 0.56 0.16 0.1024
H 2.452997 1.227086 6.486431 -0.15 -0.20 0.09 0.1086
H 5.463277 -0.727204 6.125211 0.03 0.03 -0.03 0.0852
H 4.729167 0.252906 4.870881 -0.23 0.25 -0.06 0.0749
H 3.749067 -0.886384 5.850311 -0.40 0.32 0.15 0.0681
C -5.237823 2.067566 -11.103989 -0.25 -0.93 -0.13 -0.1100
O -4.951073 1.276756 -9.946569 -0.08 0.71 0.47 -0.1852
C -4.302203 2.019646 -8.902199 0.62 0.89 -1.12 -0.2318
C -4.097303 1.298906 -7.604809 -0.18 -1.07 0.15 -0.2052
N -3.481063 -0.049894 -7.775239 0.72 2.22 0.33 -0.0499
C -3.537363 -0.850724 -6.546639 -1.34 0.74 -0.63 -0.1897
C -3.010423 -0.140124 -5.275339 -0.10 0.39 -0.12 -0.1807
O -3.775283 0.898556 -4.594549 0.77 -0.78 -0.76 -0.2246
C -4.958653 0.417276 -3.987109 0.42 0.70 -1.03 -0.1014
H -5.794083 2.988016 -10.926659 0.13 0.14 0.53 0.0830
H -5.885563 1.455296 -11.731409 -0.01 -0.12 0.07 0.0833
H -4.363253 2.283536 -11.717649 0.37 0.13 0.28 0.0837
H -4.794963 2.977326 -8.734449 -0.75 -0.06 0.28 0.1165
H -3.345263 2.391276 -9.268599 0.55 -0.44 -0.28 0.1185
H -5.037523 1.261016 -7.054689 -0.58 -0.43 -0.04 0.1093
H -3.518583 1.944196 -6.943919 0.48 -0.05 -0.23 0.1155
H -3.892273 -0.434294 -8.613839 -0.08 -0.63 0.32 0.0967
H -3.031433 -1.803134 -6.704969 0.24 0.14 0.25 0.0975
H -4.594313 -1.094174 -6.438609 -0.31 -0.39 0.74 0.1111
H -2.091963 0.388956 -5.529519 0.23 -0.26 0.04 0.1194
H -2.832953 -0.924284 -4.539339 0.26 -0.11 0.05 0.0869
H -4.767133 -0.542994 -3.508249 -0.32 -0.09 0.24 0.0869
H -5.683253 0.359076 -4.799299 -0.59 -0.48 0.35 0.0813
H -5.258773 1.212256 -3.304439 -0.16 -0.30 0.18 0.0729
C -0.344623 -0.210234 -2.747799 -0.37 -0.44 0.39 -0.1029
O -0.057713 -0.337954 -1.370469 -0.18 -0.75 0.76 -0.2015
C -1.163343 -0.873784 -0.602709 0.15 0.39 0.21 -0.1545
C -0.854943 -0.907084 0.926511 -0.74 0.49 -2.35 -0.1719
N -0.656123 0.426716 1.491211 0.51 -0.26 0.10 -0.0190
C 0.594347 0.993696 1.060681 2.39 0.35 0.30 -0.2203
C 1.086807 2.016006 2.055071 -0.01 0.26 0.48 -0.2225
O 2.384357 2.500736 1.784061 0.28 -0.98 -1.25 -0.2033
C 2.790747 3.468806 2.702051 -0.66 0.05 0.17 -0.1038
H -1.289833 0.323646 -2.846049 -0.05 0.33 -0.40 0.0790
H -0.467213 -1.188954 -3.211669 -0.12 -0.32 -0.12 0.0651
H 0.481377 0.274056 -3.268649 -0.05 0.29 0.24 0.0791
H -1.495303 -1.872114 -0.887729 0.51 -0.38 -0.41 0.1054
H -2.031733 -0.248884 -0.811289 -0.24 0.39 0.17 0.1033
H 0.002917 -1.575034 1.004131 0.33 0.34 0.51 0.1159
H -1.694263 -1.410964 1.405841 -0.09 0.02 -0.03 0.0981
H -1.268243 1.116306 1.079031 -1.22 -0.44 0.12 0.0809
H 0.554317 1.516446 0.105051 -0.11 -0.37 -0.28 0.1033
H 1.372557 0.232136 1.010421 -0.02 -0.26 -0.31 0.1126
H 1.112757 1.597486 3.061181 -0.43 -0.07 0.27 0.1097
H 0.361087 2.825426 1.975851 -0.13 0.52 0.58 0.1223
H 3.758127 3.889446 2.427571 -0.22 0.07 -0.29 0.0906
H 2.905847 3.042286 3.698521 -0.09 -0.07 0.32 0.0737
H 1.972987 4.189376 2.714011 0.43 0.70 0.41 0.0831
C 4.210587 1.163736 -0.564529 1.35 0.31 -0.07 -0.1048
O 4.020717 1.866716 -1.764569 -1.57 -0.07 -1.16 -0.1872
C 2.646227 2.325356 -1.905009 1.04 0.19 0.40 -0.1972
C 2.557887 3.159416 -3.161289 0.71 -0.41 0.50 -0.2084
N 2.721167 2.268026 -4.275519 0.16 -0.55 -1.16 -0.0529
C 3.050417 2.854666 -5.557029 -0.23 0.08 -2.07 -0.2063
C 3.576127 1.815926 -6.610949 0.29 0.75 1.03 -0.1801
O 4.963007 1.509136 -6.399799 -1.35 1.05 0.45 -0.1888
C 5.499617 0.546256 -7.239909 0.31 -0.76 0.41 -0.1391
H 4.275797 1.920166 0.217551 -0.47 -0.46 0.57 0.0813
H 5.197727 0.709466 -0.649969 0.06 -0.10 0.04 0.0892
H 3.518537 0.340446 -0.387399 -0.43 0.29 0.06 0.0745
H 2.444427 2.922286 -1.015599 -0.38 0.08 0.10 0.1127
H 1.948437 1.491466 -1.981319 0.02 -0.27 0.25 0.1036
H 3.424477 3.818696 -3.111659 -0.17 0.79 0.02 0.1232
H 1.601547 3.681696 -3.188339 0.07 0.20 -0.13 0.1124
H 3.469697 1.630006 -4.045879 0.20 -0.13 0.17 0.1081
H 3.611337 3.786746 -5.625389 1.39 -0.14 0.94 0.1109
H 2.198767 3.325456 -6.048099 -1.09 -0.69 0.10 0.1052
H 3.465357 2.179756 -7.632449 -0.16 0.30 -0.06 0.1177
H 2.929427 0.945456 -6.500629 0.18 -0.45 -0.04 0.0912
H 6.500447 0.423226 -6.826009 0.10 -0.39 -0.46 0.0931
H 5.542567 0.759216 -8.308039 -0.01 0.67 -0.14 0.0829
H 4.939907 -0.386364 -7.168929 -0.01 -0.36 0.19 0.0808
C 2.526467 -2.776164 -2.565699 1.46 0.58 -1.45 -0.1166
O 2.328647 -4.114604 -2.253489 -0.93 -1.37 -0.57 -0.1915
C 1.651047 -4.921264 -3.247829 -0.61 0.04 0.56 -0.1574
C 0.134087 -4.584464 -3.461719 0.42 -0.74 0.62 -0.1839
N -0.485803 -5.242504 -4.597399 -0.33 1.82 -0.90 -0.0725
C -0.026963 -4.821614 -5.931479 0.53 -1.33 -0.47 -0.1779
C -0.055953 -3.348714 -6.356659 -0.14 -0.45 1.20 -0.1946
O 0.970257 -2.633404 -5.692859 0.10 0.10 -0.03 -0.1938
C 1.079067 -1.332984 -6.211689 0.56 0.49 -0.38 -0.1138
H 3.080127 -2.636474 -3.494159 -0.29 -0.54 -1.03 0.0855
H 3.369677 -2.418304 -1.974899 -0.90 0.45 1.23 0.0822
H 1.628447 -2.176214 -2.713019 0.01 0.15 0.84 0.0722
H 1.717717 -5.941864 -2.870959 -0.04 -0.02 0.23 0.1158
H 2.152387 -4.971854 -4.214369 0.33 0.67 -0.06 0.1092
H -0.010513 -3.505334 -3.513349 -0.01 -0.03 -0.19 0.0961
H -0.455793 -4.948254 -2.620409 0.29 0.24 0.44 0.1037
H -0.777443 -6.204724 -4.501599 0.44 0.15 -0.04 0.1243
H -0.574103 -5.401794 -6.674539 -0.52 0.16 0.01 0.1206
H 0.974407 -5.220904 -6.092469 0.54 0.42 -0.10 0.1057
H -1.003223 -2.888994 -6.074829 -0.37 0.01 -0.15 0.1026
H 0.072337 -3.264154 -7.435779 0.01 -0.21 -0.19 0.1295
H 1.611907 -1.299314 -7.161979 0.18 -0.42 -0.37 0.0843
H 1.684947 -0.706564 -5.556999 -0.31 -0.11 0.39 0.0729
H 0.123007 -0.863094 -6.442459 -0.34 0.04 0.46 0.0853
C 3.473657 7.069006 3.071741 -0.53 -0.63 0.14 -0.1119
O 2.860077 6.289436 4.080931 0.08 -0.73 0.76 -0.2325
C 2.166497 7.020386 5.128871 1.13 0.50 -1.68 -0.1849
C 1.592817 6.075236 6.172201 -0.95 0.02 -1.43 -0.1877
N 0.252597 5.714156 5.764891 -1.94 -0.29 0.92 -0.0776
C -0.468263 4.796356 6.651831 -1.09 -0.51 -1.00 -0.1897
C -1.870883 4.419496 5.996141 1.32 0.57 -0.55 -0.1726
O -1.731923 3.782556 4.719021 0.36 2.04 -0.45 -0.2132
C -1.271733 2.478536 4.757461 -1.35 -1.04 1.44 -0.1272
H 2.705977 7.513236 2.438141 -0.05 0.92 0.27 0.0877
H 3.968837 6.418956 2.350391 0.25 -0.40 0.44 0.0754
H 4.218327 7.729186 3.516401 -0.17 0.48 -0.25 0.0889
H 1.448647 7.619846 4.569011 -0.89 -0.13 0.48 0.1177
H 2.832437 7.794296 5.510571 0.44 -0.23 0.56 0.1118
H 1.468317 6.573356 7.133701 0.47 -0.03 0.11 0.1215
H 2.191587 5.166506 6.233651 0.66 0.12 0.33 0.1101
H 0.030217 5.464536 4.811821 0.79 0.01 -0.18 0.1087
H -0.647223 5.211186 7.643781 -0.06 0.36 0.01 0.1108
H 0.074107 3.868116 6.831581 0.30 -0.34 0.01 0.0887
H -2.376103 5.359316 5.773441 -0.05 0.01 0.03 0.1160
H -2.537783 3.812806 6.608741 0.28 -0.15 0.45 0.1127
H -1.945013 2.050406 5.500091 0.12 -1.05 0.30 0.0843
H -0.268783 2.331796 5.158271 0.34 0.14 -0.51 0.0807
H -1.507053 1.945716 3.836141 0.58 0.32 -0.19 0.0813
C -1.007833 3.840136 -1.542899 -0.45 -0.39 -1.72 -0.0346
C -2.390913 3.709496 -0.917719 0.00 1.52 -0.16 -0.5134
C -3.581133 3.323096 -1.767599 0.66 0.19 -0.74 -0.0439
O -2.313033 2.783656 0.111901 0.32 -0.65 1.59 -0.0506
H -0.964213 4.736826 -2.161069 -0.05 0.31 0.21 0.0814
H -0.884753 3.065346 -2.299629 0.25 -0.49 0.13 0.0735
H -0.132813 3.835986 -0.892949 -0.44 -0.06 0.41 0.0772
H -2.637683 4.717966 -0.585759 0.11 0.20 0.83 0.1302
H -3.488263 2.244336 -1.893109 -0.30 0.05 -0.72 0.0636
H -3.561383 3.927466 -2.674479 -0.03 -0.51 -0.46 0.0902
H -4.538103 3.569936 -1.307839 0.10 -0.12 0.45 0.0840
H -3.086143 2.916386 0.665331 -0.07 -0.18 0.25 0.1027
C 3.369097 -3.430154 1.148931 0.24 -0.35 1.08 -0.0367
C 4.176627 -2.149304 1.149181 -0.16 -0.28 1.66 -0.5204
C 5.063197 -1.828714 2.379951 -1.48 -0.45 1.15 -0.0284
O 5.046737 -2.206574 0.099451 1.12 0.62 -2.54 -0.0467
H 2.543957 -3.317164 1.852121 -0.35 -0.17 -0.22 0.0597
H 3.947547 -4.280174 1.510801 0.24 -0.18 0.00 0.0869
H 3.065197 -3.643184 0.124051 -0.36 0.07 0.16 0.0695
H 3.377227 -1.428274 0.978381 0.60 0.86 -0.18 0.1162
H 5.793827 -2.619604 2.549581 0.34 0.06 -0.48 0.0807
H 4.500777 -1.869994 3.312731 -0.49 0.00 0.13 0.0464
H 5.516187 -0.838384 2.426381 0.14 -0.11 -0.72 0.0784
H 5.540187 -3.027654 0.162121 0.09 -0.08 -0.03 0.1011
C 1.346827 -1.586564 4.187501 2.19 0.43 0.02 -0.0713
C 0.135087 -2.330034 3.857761 -1.62 -1.40 1.94 -0.5181
C -0.161083 -3.422654 4.940711 0.06 -0.28 -1.40 -0.0316
O -0.976603 -1.478764 3.952331 -0.61 0.31 -0.54 -0.0479
H 2.185507 -2.280634 4.242041 0.23 -0.12 0.19 0.0749
H 1.286877 -1.051384 5.135171 -0.21 -0.06 0.02 0.0886
H 1.646187 -0.883544 3.410161 -0.22 0.28 -0.13 0.0765
H 0.197537 -2.736334 2.848241 0.01 -0.40 0.00 0.0946
H -0.228983 -3.001854 5.943911 0.43 0.06 -0.09 0.0844
H 0.544057 -4.247164 4.835531 0.41 0.15 0.49 0.0754
H -1.116803 -3.913824 4.757811 -0.23 0.31 -0.18 0.0584
H -0.878583 -0.921884 3.176521 -0.41 0.97 0.00 0.0265
C -4.120023 -5.618494 -3.503799 -0.42 -0.99 -0.66 -0.0526
C -3.890173 -4.165574 -3.870159 0.43 -0.01 0.44 -0.4650
C -3.216513 -3.433054 -2.729679 -0.08 0.39 1.18 -0.0523
O -3.148373 -4.048184 -5.066749 -0.67 0.60 -0.77 -0.0640
H -4.232653 -6.197544 -4.420389 -0.28 0.14 -0.29 0.0764
H -5.043883 -5.784524 -2.949709 0.12 0.15 0.30 0.0774
H -3.302193 -6.149434 -3.016589 0.21 0.51 0.44 0.0742
H -4.858803 -3.708534 -4.072569 -0.01 0.07 -0.18 0.1370
H -3.878223 -3.180224 -1.901239 -0.63 -0.09 -0.50 0.0454
H -2.802713 -2.448704 -2.948589 0.28 -0.18 -0.56 0.0625
H -2.484873 -4.064924 -2.226139 0.48 0.05 -0.35 0.0671
H -2.265783 -4.416274 -4.982179 0.52 -0.42 0.63 0.0263